15
Properties=species:S:1:pos:R:3:forces:R:3 method="wB97M-V/def2-TZVPD" gap_ha=0.3872 lumo_ev=0.5 relative_energy_kj_mol=148.9 smiles=C[C@@H](O)C(O)(O)O total_energy_ev=-11429.726
C -1.147411 -1.070052 0.904964 -0.091 0.002 -0.640
C -0.089992 -0.030560 0.945740 2.549 0.728 -4.613
O 1.258068 -0.445193 1.222493 0.599 -1.645 -1.116
C 0.202524 0.582803 -0.609473 -1.410 1.356 2.682
O 1.053008 1.746675 -0.429928 -1.163 -1.677 -1.139
O 0.800571 -0.476918 -1.261629 0.133 0.171 -0.460
O -0.973033 1.026942 -1.211827 0.227 -0.707 0.303
H -1.398698 -1.393731 -0.074993 0.671 -0.178 -1.578
H -0.815717 -1.983020 1.344020 -0.301 -0.433 1.262
H -2.118126 -0.666935 1.083350 -0.667 0.116 1.565
H -0.205071 0.850279 1.514252 -0.778 0.678 0.995
H 1.620183 -0.936826 0.382401 -1.202 1.198 2.282
H 1.543126 1.438972 0.323488 1.094 0.148 0.780
H 1.039346 -0.206512 -2.151623 0.179 0.017 -0.232
H -0.768778 1.564077 -1.981236 0.159 0.227 -0.090

=====

15
Properties=species:S:1:pos:R:3:forces:R:3 method="wB97M-V/def2-TZVPD" gap_ha=0.4002 lumo_ev=0.4 relative_energy_kj_mol=113.4 smiles="O=C(O)CCO.O" total_energy_ev=-11430.094
O 0.711898 0.206061 -0.692123 0.713 1.575 0.340
C 0.598329 1.124721 0.114794 -2.075 -0.965 -0.266
O 0.518671 2.406541 -0.242202 1.170 -0.430 -2.182
C 0.165503 0.830034 1.523797 2.304 1.823 0.754
C -0.848314 -0.250851 1.498723 -1.407 -1.366 -1.853
O -0.444088 -1.550290 0.946135 -0.258 0.744 1.225
H 0.737693 2.340664 -1.230245 -0.412 0.621 1.545
H 1.138513 0.625280 2.055771 -0.988 -0.704 -0.275
H -0.204073 1.694124 2.173050 0.193 -0.733 -1.514
H -1.103619 -0.271752 2.548940 -0.557 -1.318 0.158
H -1.791536 0.038155 0.888240 1.463 0.060 1.147
H -0.109657 -1.491290 0.028179 -0.096 0.680 1.009
O -0.430580 -2.287912 -2.530434 0.284 0.402 -1.460
H -0.303442 -1.668930 -3.284762 0.006 -0.821 0.610
H -0.704200 -1.684875 -1.854059 -0.339 0.431 0.762

=====

13
Properties=species:S:1:pos:R:3:forces:R:3 method="wB97M-V/def2-TZVPD" gap_ha=0.3626 lumo_ev=0.8 relative_energy_kj_mol=151.7 smiles=OCCCS total_energy_ev=-16121.665
O 0.912368 0.146939 1.641702 2.100 -0.837 -1.531
C -0.156454 -0.692570 1.312632 -0.382 -0.175 2.849
C -0.434568 -0.594850 -0.156788 -0.976 -2.135 -2.588
C -0.224823 0.800381 -0.871454 1.545 -2.704 -0.020
S 1.342567 0.910801 -1.896031 0.337 0.740 2.176
H 0.635617 0.844657 2.142844 -1.024 2.889 1.908
H 0.370974 -1.605000 1.691499 -1.771 -0.434 -0.982
H -1.078264 -0.445325 2.055650 1.773 -0.694 -1.969
H 0.306469 -1.263332 -0.761849 -1.362 0.779 1.371
H -1.528473 -1.088225 -0.349820 2.473 1.425 0.207
H -0.143615 1.620496 -0.236981 0.038 1.281 1.238
H -1.001002 0.935517 -1.531142 -1.830 0.545 -1.441
H 0.999207 0.430513 -3.040260 -0.920 -0.679 -1.219

=====

13
Properties=species:S:1:pos:R:3:forces:R:3 method="wB97M-V/def2-TZVPD" gap_ha="0.2726 / 0.2744" lumo_ev="-0.4 / -0.4" relative_energy_kj_mol=380.0 total_energy_ev=-16119.299
C 1.216860 0.181392 0.272912 2.491 -1.082 -0.753
C 1.371995 -1.147637 -0.432919 -2.498 1.614 -2.616
C -1.142105 0.562813 -0.639124 0.996 -4.067 2.029
O -1.429684 0.918100 2.261194 1.041 0.233 -1.454
S 0.131313 1.301864 0.367272 -3.025 0.809 1.339
H 2.127873 0.584398 0.676975 0.412 -0.155 0.446
H 2.161407 -1.721162 -0.087013 1.466 -0.958 0.764
H 0.448260 -1.716796 -0.465199 -0.087 -0.327 0.704
H 1.472847 -1.005136 -1.583835 0.415 0.174 1.776
H -1.927584 1.095174 -1.044529 -1.040 1.674 -0.914
H -0.546416 -0.084146 -1.293499 -0.725 0.707 -0.745
H -1.618349 -0.221279 0.056928 0.546 1.352 -0.707
H -2.266418 1.252414 1.910837 0.009 0.028 0.133

=====

14
Properties=species:S:1:pos:R:3:forces:R:3 method="wB97M-V/def2-TZVPD" gap_ha=0.3460 lumo_ev=0.8 relative_energy_kj_mol=90.6 smiles="CC=O.CSS" total_energy_ev=-26957.670
C 1.049188 -0.374148 -1.833864 -1.208 0.976 1.887
C -0.044116 -1.207247 -1.110078 2.869 0.616 0.089
O 0.202640 -1.541829 0.026474 -1.099 -0.253 -0.548
H 1.918880 -0.426635 -1.199032 0.452 -0.408 0.081
H 0.793688 0.710724 -1.744429 -0.211 -0.711 -0.626
H 1.277081 -0.674328 -2.822272 -0.028 -0.155 -1.094
H -0.901484 -1.514832 -1.700393 -0.713 -0.155 0.105
C 0.136291 1.417928 1.423594 0.287 2.322 -1.616
S -1.617832 1.043070 1.138777 0.236 0.836 -0.570
S -2.035831 -0.595993 2.200468 -0.462 -0.945 0.703
H 0.172147 2.591018 1.389072 -0.020 -2.192 0.418
H 0.843773 1.089359 0.648581 -0.580 -0.157 -0.075
H 0.525403 1.018984 2.321201 0.008 -0.146 1.252
H -2.319828 -1.536069 1.261901 0.466 0.372 -0.006

=====

14
Properties=species:S:1:pos:R:3:forces:R:3 method="wB97M-V/def2-TZVPD" gap_ha=0.3412 lumo_ev=0.6 relative_energy_kj_mol=28.7 smiles=C1CSCS1.O total_energy_ev=-26958.311
C -1.057248 -1.535498 0.677218 -1.246 0.618 0.146
C -0.379973 -1.691307 -0.671681 1.478 -0.363 0.222
S -0.897876 -0.337309 -1.763558 -0.505 0.213 0.272
C -1.178806 0.931095 -0.480540 0.770 0.994 0.565
S -0.913104 0.252574 1.181228 -0.364 -1.291 -0.394
H -2.101998 -1.827850 0.457069 0.188 0.450 0.640
H -0.741047 -2.077716 1.589064 0.345 -0.088 -0.925
H -0.645977 -2.639726 -1.176846 0.001 0.476 0.298
H 0.722982 -1.654092 -0.584807 -0.517 -0.069 0.019
H -0.369250 1.685963 -0.495731 -0.499 -0.223 -0.536
H -2.143573 1.471079 -0.536083 0.379 -0.713 -0.304
O 3.276509 2.464579 0.202631 -0.132 0.045 1.212
H 2.924318 3.199937 0.753521 0.391 -0.827 -0.551
H 3.505043 1.758271 0.848516 -0.287 0.780 -0.663

=====

13
Properties=species:S:1:pos:R:3:forces:R:3 method="wB97M-V/def2-TZVPD" gap_ha=0.3261 lumo_ev=0.7 relative_energy_kj_mol=161.2 total_energy_ev=-70630.985
C 1.955709 -0.394295 -0.959962 -1.973 -0.410 1.999
C -1.440875 -0.070331 1.200618 -1.219 1.088 -4.877
C -0.414581 1.137077 -0.229720 -3.873 -2.217 -0.713
O -1.729410 -1.278912 0.635472 2.395 -1.707 -1.610
Se 0.179431 -0.062531 -1.665045 -0.227 1.069 0.730
H 1.834750 -1.391131 -0.571884 0.897 -0.547 -0.174
H 2.791415 -0.199266 -1.549139 1.105 0.158 -1.199
H 1.934876 0.227145 -0.072640 0.507 0.234 0.000
H -0.774405 -0.010903 1.981283 1.642 -0.118 1.763
H -2.423006 0.332571 1.352269 -0.071 0.980 0.486
H -1.027074 1.928469 -0.728532 0.387 -0.741 0.965
H 0.090514 1.397328 0.628084 2.285 0.986 0.872
H -0.977344 -1.615221 -0.020804 -1.855 1.226 1.758

=====

13
Properties=species:S:1:pos:R:3:forces:R:3 method="wB97M-V/def2-TZVPD" gap_ha=0.3888 lumo_ev=0.7 relative_energy_kj_mol=48.7 smiles="C=C[Si@H](C)O" total_energy_ev=-13165.523
C -2.277439 0.232911 0.230658 -2.247 0.210 -0.224
C -1.254844 -0.376488 -0.369753 -0.015 -0.149 -0.339
Si 0.552994 0.400565 -0.544254 -1.270 -2.517 0.099
C 1.716948 -0.768357 0.559488 1.613 1.029 -1.194
O 0.472547 1.846890 0.178819 -0.127 0.715 0.569
H -3.398268 -0.057482 0.303963 2.126 -0.670 -0.341
H -2.298747 1.224014 0.612498 0.973 0.954 0.357
H -1.567859 -1.378040 -0.737177 0.858 0.534 -0.014
H 0.963374 0.818970 -2.029225 -0.195 -1.060 1.405
H 1.678184 -0.562267 1.659611 -0.361 0.037 -1.016
H 1.693910 -1.866316 0.406217 -0.307 0.680 -0.089
H 2.781163 -0.449692 0.227806 -1.365 -0.558 0.633
H 1.297390 2.285352 -0.009496 0.318 0.796 0.154